Below is a 12-piece molecular cluster, C63H65N9O27S overall, with properties calculated with ωB97M-V/def2-TZVPD.

Output
- frontier orbital gap (eV) = 8.7
- E_LUMO (Eh) = -0.034
- structure (SMILES) = O=[N+]([O-])c1ccccc1.O=[N+]([O-])c1ccccc1.O=[N+]([O-])c1ccccc1.O=[N+]([O-])c1ccccc1.O=[N+]([O-])c1ccccc1.O=[N+]([O-])c1ccccc1.O=[N+]([O-])c1ccccc1.O=[N+]([O-])c1ccccc1.O=[N+]([O-])c1ccccc1.CCOS(C)(=O)=O.COC(=O)OC.COC(=O)OC
- HOMO level (eV) = -9.62
- molar mass (Da) = 1412.3

Structure (XYZ):
```
165
Properties=species:S:1:pos:R:3:mulliken_charge:R:1
O 1.66406 -5.61692 -3.03192 -0.5959
N 1.67589 -6.68347 -2.46777 1.0672
O 1.06126 -6.87367 -1.41672 -0.6161
C 2.41288 -7.76784 -3.01688 -0.0030
C 2.94976 -7.71096 -4.31302 -0.2909
C 3.63606 -8.79435 -4.82051 -0.5304
C 3.76726 -9.95627 -3.98665 -0.3106
C 3.22638 -10.03910 -2.72918 -0.5874
C 2.60212 -8.89623 -2.20755 -0.1255
H 2.80750 -6.87543 -4.98238 0.4617
H 4.04909 -8.67251 -5.81095 0.3934
H 4.28457 -10.77020 -4.47276 0.3439
H 3.36631 -10.82719 -2.00411 0.3739
H 2.14515 -9.00130 -1.23464 0.4176
O 6.40260 3.39230 1.58929 -0.5758
N 7.33444 2.65443 1.87634 0.9550
O 8.33077 2.98667 2.47828 -0.5747
C 7.20085 1.22595 1.39008 0.0991
C 5.97457 0.69818 0.82514 -0.2957
C 5.90840 -0.62736 0.41578 -0.7285
C 7.08848 -1.37171 0.56830 -0.4483
C 8.32326 -0.84698 0.99351 -0.4953
C 8.40073 0.46221 1.41187 -0.1681
H 5.13752 1.37973 0.86034 0.4968
H 4.99864 -1.08639 0.05798 0.5605
H 7.11327 -2.37064 0.15851 0.3913
H 9.22965 -1.42679 1.08664 0.3821
H 9.38227 0.83871 1.65930 0.4005
O 3.59505 -7.31297 3.18627 -0.5686
N 3.55877 -6.10108 3.01851 0.9362
O 3.73759 -5.57554 1.96620 -0.5565
C 3.06277 -5.33481 4.27990 0.3760
C 2.27181 -5.98250 5.26563 -0.3892
C 1.84147 -5.29075 6.37781 -0.4634
C 2.32882 -3.97935 6.62736 -0.4634
C 3.10410 -3.36419 5.62543 -0.5530
C 3.47639 -4.07123 4.48695 -0.4301
H 1.94583 -7.00536 5.14781 0.4203
H 1.16921 -5.70990 7.11183 0.4197
H 2.01142 -3.50296 7.54317 0.3939
H 3.48020 -2.37864 5.85705 0.4088
H 4.08145 -3.57154 3.74492 0.4725
O -4.03986 0.55812 -3.82346 -0.5781
N -4.52639 1.63881 -4.06419 0.9988
O -5.57956 2.02526 -3.55326 -0.5850
C -3.91339 2.45045 -5.14479 -0.1215
C -4.49082 3.67886 -5.56172 -0.1256
C -3.93585 4.39778 -6.60615 -0.5877
C -2.79386 3.95980 -7.17740 -0.2942
C -2.11198 2.77230 -6.77646 -0.7063
C -2.69545 2.04598 -5.76590 -0.1080
H -5.25887 4.18058 -4.99183 0.4289
H -4.52745 5.23764 -6.93938 0.4090
H -2.33134 4.50937 -7.98391 0.3699
H -1.25387 2.27338 -7.20203 0.4491
H -2.31250 1.08475 -5.45641 0.4541
O -9.16357 10.55101 -0.53832 -0.5627
N -8.91000 9.45524 -1.12362 0.9020
O -9.52893 9.04885 -2.12419 -0.5575
C -7.79434 8.66685 -0.61209 0.0931
C -7.61103 7.40815 -1.11315 -0.1928
C -6.55414 6.61813 -0.62278 -0.4826
C -5.60728 7.16376 0.27942 -0.5703
C -5.81441 8.47495 0.76526 -0.4058
C -6.87669 9.22458 0.31031 -0.3399
H -8.27417 6.96507 -1.84140 0.4262
H -6.58330 5.60907 -1.00663 0.4260
H -4.79210 6.60612 0.71637 0.4715
H -5.03387 8.94370 1.34615 0.3797
H -7.05955 10.23387 0.64839 0.4155
O -2.03567 2.73890 -0.48054 -0.5381
N -1.34420 2.56947 0.47951 1.0519
O -1.30042 3.33320 1.46577 -0.5768
C -0.51333 1.34381 0.51799 -0.0629
C -0.28525 0.63454 -0.67508 -0.2874
C 0.36598 -0.60696 -0.55633 -0.6787
C 0.63683 -1.15111 0.70655 -0.6934
C 0.36710 -0.43717 1.87312 -0.8027
C -0.16421 0.80850 1.76316 -0.1627
H -0.50705 0.99894 -1.66726 0.5540
H 0.61775 -1.12854 -1.46790 0.5262
H 1.16345 -2.09288 0.66025 0.5975
H 0.60243 -0.89366 2.82319 0.5411
H -0.38121 1.27846 2.71102 0.5280
O -0.70577 7.93209 -0.71446 -0.5878
N -0.55961 7.22402 -1.71455 0.9921
O -1.40937 7.11006 -2.56818 -0.5643
C 0.65508 6.40893 -1.93204 0.1793
C 0.64734 5.33962 -2.88451 -0.4922
C 1.83170 4.65873 -3.14037 -0.5162
C 2.99172 5.02759 -2.53449 -0.4159
C 3.01196 6.04614 -1.60077 -0.4467
C 1.87286 6.78266 -1.35838 -0.3686
H -0.31910 5.11463 -3.31085 0.5852
H 1.85688 3.85981 -3.86665 0.4297
H 3.94403 4.60991 -2.82609 0.3928
H 3.97574 6.21939 -1.14524 0.4081
H 1.87550 7.65100 -0.71621 0.4042
O -6.78579 -5.75895 5.00823 -0.5663
N -5.57573 -5.59789 5.13074 0.9457
O -5.03680 -5.66091 6.23072 -0.5586
C -4.66323 -5.31830 3.97777 0.1694
C -5.07329 -5.50201 2.63827 -0.3868
C -4.16726 -5.07814 1.60282 -0.5268
C -2.83878 -4.83753 1.89830 -0.4904
C -2.45389 -4.68904 3.22441 -0.5093
C -3.37883 -4.91609 4.22852 -0.1434
H -6.02430 -5.85964 2.27212 0.3907
H -4.52674 -5.03721 0.58523 0.3996
H -2.12401 -4.53621 1.14683 0.4281
H -1.43778 -4.34048 3.33578 0.4449
H -3.12570 -4.58176 5.22378 0.3995
O 3.27772 -1.21061 -4.66786 -0.5526
N 3.44384 -1.45334 -5.82580 1.0073
O 2.82172 -0.94824 -6.76904 -0.6099
C 4.46043 -2.50473 -6.05150 0.2321
C 5.37199 -2.94034 -5.02290 -0.5966
C 6.27384 -3.97932 -5.38472 -0.3241
C 6.33046 -4.49084 -6.72259 -0.4858
C 5.46003 -4.05690 -7.65194 -0.3716
C 4.51688 -3.04203 -7.37143 -0.4538
H 5.44531 -2.52524 -4.02855 0.5299
H 7.08324 -4.28233 -4.73705 0.4126
H 7.20300 -5.06107 -7.00530 0.3994
H 5.57557 -4.33614 -8.68880 0.3862
H 3.88063 -2.72779 -8.18559 0.4291
C 2.13306 5.14871 5.27524 -1.1976
C 2.65647 5.97192 6.39701 -0.2628
O 1.50171 6.47937 7.01871 -0.2955
S 1.29920 8.12963 7.15082 1.1479
C 2.55538 8.33458 8.54591 -0.8682
O 1.79125 8.85278 5.97249 -0.5875
O -0.06301 8.38633 7.67440 -0.5942
H 1.58925 4.31517 5.71975 0.2956
H 2.92804 4.82170 4.60503 0.3713
H 1.41388 5.74020 4.70864 0.2610
H 3.11392 5.36315 7.17691 0.2953
H 3.23935 6.79014 5.97407 0.4701
H 2.91535 9.33929 8.32441 0.3500
H 3.29826 7.53848 8.49624 0.3040
H 1.84778 8.26534 9.37211 0.3131
C -2.88207 4.87205 5.35846 -0.6462
O -2.77683 3.39446 5.26729 -0.2181
C -3.76192 2.58793 5.62009 0.7356
O -4.82630 2.92631 6.10659 -0.5861
O -3.44378 1.35149 5.33587 -0.2859
C -4.19273 0.25713 5.73518 -0.6745
H -2.90329 5.10667 6.42271 0.3063
H -3.87258 5.13351 4.98614 0.3158
H -2.06102 5.40263 4.87631 0.2212
H -3.96077 -0.69430 5.25657 0.2164
H -5.23144 0.45300 5.46909 0.3180
H -4.13787 0.06496 6.80672 0.2956
C -2.91688 -5.12393 -4.37798 -0.7196
O -3.52148 -6.28651 -4.07507 -0.2178
C -3.89155 -7.10827 -5.04969 0.7195
O -3.62482 -7.11780 -6.23336 -0.5522
O -4.83856 -7.93393 -4.47757 -0.3062
C -5.52205 -8.96437 -5.18005 -0.6091
H -2.20213 -5.21250 -5.19614 0.3052
H -2.52617 -4.50862 -3.56753 0.2462
H -3.68393 -4.49172 -4.82525 0.3401
H -6.33139 -9.37311 -4.57507 0.2201
H -4.81488 -9.77641 -5.34919 0.2792
H -5.88400 -8.56693 -6.12827 0.2941
```